Run i
DFT (ωB97M-V/def2-TZVPD) results for a 8-piece molecular cluster, C24H56N8O8 overall.

**Structure (SMILES)**: CN(C)C=O.CN(C)C=O.CN(C)C=O.CN(C)C=O.CN(C)C=O.CN(C)C=O.CN(C)C=O.CN(C)C=O
**Molecular weight**: 584.8 g/mol
**Frontier orbital gap**: 9.164 eV

Geometry as XYZ:
```
96
C24H56N8O8 ωB97M-V/def2-TZVPD
C 0.36 -0.07 -0.31
N -0.26 -1.22 -0.91
C -0.70 -2.22 0.02
C -0.10 -1.47 -2.23
O -0.34 -2.52 -2.80
H 0.77 0.64 -1.03
H 1.16 -0.33 0.38
H -0.38 0.48 0.28
H 0.05 -2.43 0.80
H -1.55 -1.85 0.61
H -0.90 -3.16 -0.49
H 0.26 -0.56 -2.74
C -1.79 2.64 4.20
N -0.76 3.12 3.29
C -0.23 4.46 3.50
C -0.50 2.44 2.16
O 0.20 2.83 1.24
H -1.54 2.98 5.20
H -1.84 1.56 4.21
H -2.74 3.09 3.91
H 0.63 4.57 2.86
H -0.99 5.21 3.25
H 0.00 4.56 4.56
H -0.94 1.44 2.17
C 4.31 0.49 0.55
N 3.65 0.39 1.83
C 3.35 1.60 2.58
C 3.07 -0.77 2.22
O 2.36 -0.95 3.17
H 3.59 0.69 -0.25
H 4.81 -0.44 0.30
H 5.02 1.32 0.58
H 4.24 2.23 2.51
H 2.53 2.16 2.13
H 3.20 1.41 3.63
H 3.42 -1.60 1.56
C 0.58 -5.58 5.11
N 1.71 -5.38 4.23
C 1.64 -4.30 3.24
C 2.75 -6.23 4.20
O 3.62 -6.23 3.36
H -0.05 -4.70 5.15
H 0.94 -5.90 6.09
H -0.05 -6.41 4.77
H 2.65 -4.07 2.93
H 1.11 -4.62 2.34
H 1.11 -3.45 3.67
H 2.71 -6.92 5.06
C -3.07 -4.56 -3.68
N -4.02 -4.06 -2.72
C -5.24 -4.81 -2.58
C -3.84 -2.87 -2.11
O -4.63 -2.35 -1.35
H -2.19 -3.90 -3.70
H -3.52 -4.62 -4.68
H -2.68 -5.55 -3.41
H -5.90 -4.31 -1.89
H -5.75 -4.88 -3.56
H -5.03 -5.84 -2.32
H -2.85 -2.45 -2.33
C -5.94 1.56 0.08
N -4.49 1.67 0.18
C -3.92 2.98 0.37
C -3.72 0.57 0.32
O -2.55 0.56 0.61
H -6.29 0.60 0.42
H -6.25 1.73 -0.96
H -6.41 2.36 0.65
H -2.84 2.90 0.42
H -4.12 3.65 -0.47
H -4.25 3.42 1.32
H -4.29 -0.36 0.13
C 5.34 1.22 -3.37
N 4.41 1.13 -4.46
C 4.93 1.29 -5.80
C 3.16 0.64 -4.25
O 2.71 0.32 -3.17
H 6.32 0.85 -3.68
H 5.01 0.64 -2.51
H 5.51 2.25 -3.05
H 4.14 1.39 -6.54
H 5.54 2.20 -5.83
H 5.59 0.48 -6.14
H 2.55 0.58 -5.17
C 1.14 3.53 -1.62
N -0.24 3.95 -1.55
C -0.50 5.25 -0.98
C -1.25 3.18 -2.01
O -2.41 3.53 -2.12
H 1.75 4.42 -1.76
H 1.27 2.76 -2.38
H 1.46 3.10 -0.66
H 0.01 6.04 -1.54
H -1.56 5.49 -1.05
H -0.29 5.27 0.09
H -0.93 2.15 -2.26
```

Mulliken atomic charge list, values in e, 5 entries: 0.580, 0.559, -0.991, 0.106, -0.647

***

Run ii
DFT (ωB97M-V/def2-TZVPD) results for a 8-piece molecular cluster, C24H56N8O8 overall.

**Structure (SMILES)**: CNC(C)=O.CNC(C)=O.CNC(C)=O.CNC(C)=O.CNC(C)=O.CNC(C)=O.CNC(C)=O.CNC(C)=O
**Molecular weight**: 584.8 g/mol
**Frontier orbital gap**: 9.207 eV

Geometry as XYZ:
```
96
C24H56N8O8 ωB97M-V/def2-TZVPD
C -4.12 -0.72 -6.21
N -3.75 -1.54 -5.07
C -3.54 -1.10 -3.80
C -3.18 0.34 -3.54
O -3.50 -1.89 -2.83
H -3.81 -1.25 -7.10
H -3.59 0.21 -6.21
H -5.21 -0.55 -6.16
H -3.98 -2.49 -5.17
H -3.98 1.08 -3.81
H -2.33 0.59 -4.18
H -2.90 0.39 -2.54
C -1.49 2.96 -0.43
N -0.59 3.86 -1.16
C -0.02 4.93 -0.58
C 0.97 5.60 -1.49
O -0.23 5.30 0.55
H -0.99 2.17 0.06
H -2.18 2.39 -1.05
H -2.06 3.52 0.30
H -0.32 3.58 -2.06
H 1.99 5.62 -1.07
H 0.71 6.69 -1.52
H 0.92 5.16 -2.51
C -2.15 -0.71 0.68
N -1.51 -1.36 -0.44
C -0.39 -2.10 -0.37
C -0.12 -2.92 -1.62
O 0.25 -2.16 0.69
H -1.50 0.04 1.13
H -2.43 -1.42 1.45
H -2.94 -0.16 0.22
H -2.10 -1.58 -1.20
H 0.65 -2.41 -2.15
H -0.95 -2.95 -2.37
H 0.33 -3.87 -1.37
C -2.57 0.92 5.21
N -2.56 2.33 4.90
C -3.04 2.69 3.67
C -2.93 4.22 3.55
O -3.61 1.90 2.92
H -2.44 0.29 4.35
H -3.58 0.54 5.63
H -1.76 0.78 5.95
H -2.11 3.00 5.54
H -2.11 4.43 2.86
H -2.74 4.68 4.52
H -3.89 4.58 3.10
C 3.04 2.55 0.94
N 2.31 2.08 2.09
C 1.09 1.43 2.01
C 0.30 1.14 3.29
O 0.70 1.08 0.92
H 3.71 3.32 1.33
H 2.37 3.01 0.20
H 3.57 1.68 0.49
H 2.33 2.59 2.96
H -0.65 1.58 3.07
H 0.63 1.55 4.24
H 0.19 0.04 3.24
C 3.51 -0.95 2.30
N 2.38 -1.81 2.58
C 2.23 -2.54 3.68
C 0.98 -3.33 3.71
O 3.00 -2.48 4.60
H 3.64 -0.20 3.03
H 3.41 -0.45 1.35
H 4.42 -1.59 2.18
H 1.59 -1.82 1.96
H 0.20 -2.76 3.36
H 0.79 -3.60 4.75
H 1.00 -4.24 3.14
C 0.34 -5.67 0.74
N 1.51 -4.82 0.71
C 2.76 -5.36 0.59
C 3.95 -4.38 0.40
O 2.98 -6.53 0.73
H 0.32 -6.24 1.71
H 0.42 -6.43 0.01
H -0.63 -5.05 0.73
H 1.34 -3.81 0.59
H 4.84 -4.58 1.00
H 3.82 -3.31 0.64
H 4.20 -4.41 -0.66
C 1.18 0.66 -2.18
N 1.80 0.52 -3.49
C 1.51 1.35 -4.57
C 2.35 1.08 -5.79
O 0.72 2.28 -4.46
H 0.98 1.69 -1.91
H 1.75 0.13 -1.43
H 0.18 0.24 -2.13
H 2.65 -0.05 -3.56
H 2.40 -0.01 -5.85
H 3.32 1.49 -5.67
H 1.99 1.35 -6.76
```

Mulliken atomic charge list, values in e, 5 entries: -0.867, -0.164, 0.576, -0.430, -0.729

***

Most stable structure among those shown: run ii.